[1]
Here is a cluster of 10 separate species, C30H70N10O10 in total in a non-equilibrium geometry from the Open Molecules 2025 dataset. Energies are from the ωB97M-V functional and the def2-TZVPD basis.

Its structure (SMILES) is CNC(C)=O.CNC(C)=O.CNC(C)=O.CNC(C)=O.CNC(C)=O.CNC(C)=O.CNC(C)=O.CNC(C)=O.CNC(C)=O.CNC(C)=O.

CARTESIAN COORDINATES (ANGSTROEM)
C1 -1.5006 -5.9572 6.3245
N1 -0.7700 -5.5514 5.1571
C2 -0.3808 -4.2863 4.9101
C3 0.2273 -3.9816 3.5556
O1 -0.4633 -3.3797 5.7322
H1 -0.8750 -6.5528 7.0004
H2 -2.3533 -6.5899 6.0748
H3 -1.8434 -5.1441 6.9578
H4 -0.4060 -6.2841 4.5740
H5 1.0511 -3.3035 3.7540
H6 -0.5039 -3.4872 2.9196
H7 0.6110 -4.8849 3.0773
C4 2.3420 0.0531 -8.5902
N2 1.7229 0.5573 -7.3970
C5 1.7574 1.8482 -7.0522
C6 1.1131 2.2355 -5.7623
O2 2.3416 2.7007 -7.7265
H8 1.6975 0.1530 -9.4749
H9 2.5046 -1.0198 -8.5161
H10 3.2021 0.6819 -8.8079
H11 0.9608 0.0563 -6.9499
H12 1.6123 3.0189 -5.2056
H13 0.8266 1.3573 -5.1830
H14 0.1286 2.6257 -6.0560
C7 0.6906 -0.0881 5.0521
N3 1.8743 0.2290 5.8194
C8 3.0256 -0.4611 5.9863
C9 3.2104 -1.8248 5.3336
O3 3.9296 0.0134 6.6600
H15 0.9643 -0.8498 4.3224
H16 0.2563 0.7172 4.4538
H17 -0.0930 -0.4324 5.7323
H18 1.8479 1.1345 6.2603
H19 4.2693 -1.9775 5.1524
H20 2.7125 -1.9375 4.3709
H21 2.8091 -2.5515 6.0403
C10 3.1853 5.7660 2.2409
N4 1.7904 5.3652 2.4090
C11 1.3439 4.1618 1.9489
C12 -0.1347 3.9401 2.0637
O4 2.1350 3.3222 1.5351
H22 3.3700 6.4610 3.0632
H23 3.4697 6.1965 1.2870
H24 3.8239 4.9299 2.5196
H25 1.1560 6.0518 2.7700
H26 -0.3780 2.9937 2.5384
H27 -0.5678 3.9560 1.0649
H28 -0.5542 4.6699 2.7557
C13 -1.4489 -4.0963 -0.0887
N5 -0.2066 -4.1066 -0.8358
C14 0.3612 -5.1518 -1.4771
C15 1.7019 -4.8132 -2.1422
O5 -0.1993 -6.2200 -1.6587
H29 -1.9788 -3.1831 -0.3468
H30 -1.2811 -4.1816 0.9883
H31 -2.0431 -4.9797 -0.3146
H32 0.3713 -3.2859 -0.7250
H33 2.3679 -4.1044 -1.6517
H34 1.4717 -4.3119 -3.0854
H35 2.1406 -5.7932 -2.3148
C16 -2.3794 1.6800 -0.6377
N6 -3.5566 2.3272 -1.2038
C17 -4.8266 1.9274 -1.0898
C18 -5.8703 2.7311 -1.7868
O6 -5.1469 0.9695 -0.3899
H36 -2.3709 1.8102 0.4448
H37 -1.5101 2.0215 -1.1925
H38 -2.4483 0.6072 -0.8327
H39 -3.3767 3.2142 -1.6423
H40 -6.5712 3.1462 -1.0664
H41 -6.4039 2.0774 -2.4798
H42 -5.5095 3.5393 -2.4284
C19 5.0379 0.4435 -2.2860
N7 4.4787 0.0207 -1.0181
C20 4.7996 -1.1578 -0.4325
C21 3.9710 -1.5311 0.7551
O7 5.6162 -1.9234 -0.9260
H43 5.0898 1.5369 -2.2976
H44 4.4285 0.1831 -3.1511
H45 6.0772 0.1334 -2.3276
H46 3.6334 0.4747 -0.7160
H47 4.6039 -1.6329 1.6371
H48 3.6725 -2.5579 0.5285
H49 3.0913 -0.9122 0.8965
C22 1.5371 1.7537 -1.9094
N8 1.1140 1.4185 -0.5651
C23 0.7880 0.1787 -0.1357
C24 0.4871 0.0862 1.3565
O8 0.5654 -0.7491 -0.8951
H50 2.0360 0.9526 -2.4442
H51 2.1684 2.6327 -1.7463
H52 0.7358 2.1936 -2.5123
H53 1.2685 2.0975 0.1745
H54 -0.2546 0.8294 1.6345
H55 1.3443 0.0809 2.0311
H56 0.0810 -0.9175 1.4981
C25 -3.8341 -0.1349 -7.3524
N9 -3.3104 0.1123 -6.0102
C26 -1.9765 0.1693 -5.7813
C27 -1.6512 0.4395 -4.3245
O9 -1.1389 -0.1331 -6.6143
H57 -3.0403 -0.4803 -8.0043
H58 -4.4046 0.7171 -7.7202
H59 -4.5704 -0.9433 -7.3060
H60 -3.9117 0.6611 -5.4228
H61 -2.5457 0.4746 -3.6952
H62 -1.1763 1.4084 -4.1738
H63 -1.0972 -0.3917 -3.8876
C28 -4.3803 -0.0210 3.1345
N10 -4.0399 1.1107 3.9621
C29 -3.0463 1.9538 3.6697
C30 -2.6871 3.0555 4.6498
O10 -2.4482 1.8861 2.5879
H64 -3.5356 -0.7028 3.0304
H65 -4.8607 0.2632 2.1997
H66 -5.1151 -0.6526 3.6416
H67 -4.5346 1.2184 4.8311
H68 -1.6828 2.7501 4.9707
H69 -3.2409 3.1259 5.5851
H70 -2.5674 4.0047 4.1433

Cartesian forces, eV/Å:
C 0.1 -0.8 1.1
N -0.2 -0.1 -0.2
C 0.5 1.1 0.3
C 0.2 -0.6 0.4
O -0.5 -0.3 -0.1
H 0.1 0.0 -0.2
H 0.0 0.2 -0.2
H 0.1 0.4 -0.5
H -0.2 0.1 -0.2
H 0.1 0.1 -0.2
H 0.0 0.0 0.0
H -0.1 0.1 -0.2
C -0.7 0.3 -0.9
N -0.8 -0.7 0.8
C 1.7 1.6 -0.7
C -1.8 -0.5 -0.1
O -0.2 -0.4 0.3
H -0.1 0.2 0.1
H 0.6 0.1 0.3
H 0.3 -0.4 0.2
H 0.2 -0.3 -0.2
H 0.4 -0.2 -0.1
H 0.5 0.1 0.3
H 0.1 0.3 0.0
C -0.1 -0.8 0.0
N -0.7 0.9 -0.4
C 0.9 0.1 -0.2
C -0.4 0.4 -0.1
O -0.2 -0.1 0.0
H -0.4 -0.2 0.2
H 0.5 0.4 0.2
H 0.0 -0.4 -0.3
H 0.4 -0.1 0.2
H 0.1 0.0 0.3
H -0.2 0.0 0.1
H 0.1 -0.2 -0.2
C -0.1 -0.2 1.8
N 0.5 -0.2 -0.9
C 0.4 0.3 0.8
C 0.2 0.0 0.5
O -0.3 -0.1 -0.5
H 0.1 0.4 -0.4
H -0.2 -0.1 -0.2
H 0.0 -0.2 -0.5
H -0.2 -0.1 -0.1
H 0.2 -0.3 -0.3
H -0.3 0.1 0.1
H -0.3 0.3 -0.5
C 0.1 -0.6 -0.1
N 0.3 0.5 0.7
C -0.1 0.5 -0.6
C -0.6 -0.4 -0.1
O 0.2 0.0 0.3
H -0.2 0.0 0.2
H 0.1 0.4 0.0
H 0.0 0.1 -0.5
H -0.1 0.1 -0.1
H -0.1 -0.3 0.5
H -0.1 -0.4 -0.2
H 0.4 0.3 -0.2
C -0.9 -0.8 -0.1
N 1.0 0.9 -0.7
C -0.3 -0.8 1.3
C -0.4 0.5 -1.0
O 0.1 0.1 -0.4
H 0.5 0.1 -0.1
H 0.2 0.3 0.4
H 0.0 0.0 0.1
H -0.2 -0.1 -0.1
H 0.0 -0.1 0.0
H -0.2 -0.1 0.3
H 0.3 0.1 0.3
C 0.2 1.1 0.4
N -0.2 0.3 -0.2
C 0.0 -0.4 -1.2
C 0.2 -1.0 0.1
O 0.1 0.3 0.5
H -0.1 0.0 0.1
H 0.2 -0.5 0.0
H -0.2 -0.5 -0.4
H 0.1 0.1 0.2
H -0.1 0.4 0.1
H -0.3 0.1 0.1
H 0.1 0.1 0.2
C -0.2 1.4 0.5
N 0.2 -0.4 0.4
C -0.9 0.6 0.2
C 0.1 -1.1 -0.2
O 0.4 -0.5 -0.3
H 0.0 -0.1 0.1
H 0.6 -0.3 -0.4
H -0.3 -0.6 -0.1
H 0.3 0.1 -0.1
H 0.0 0.1 0.2
H 0.2 0.7 -0.3
H -0.4 0.1 0.0
C -0.7 -0.6 0.5
N -0.3 0.4 -1.2
C 0.0 -0.6 0.9
C -0.6 0.2 0.6
O 0.1 0.2 0.0
H 0.1 0.4 -0.1
H 0.5 0.2 -0.3
H 0.1 -0.1 0.1
H 0.1 -0.2 0.4
H -0.2 0.0 -0.3
H 0.4 -0.2 -0.1
H 0.5 0.2 -0.3
C -0.6 -0.9 0.2
N -0.3 -0.1 0.8
C -0.1 0.7 -1.3
C 0.9 -0.9 0.4
O -0.1 -0.1 0.9
H 0.2 0.4 -0.5
H 0.5 0.1 -0.3
H -0.1 0.4 0.3
H 0.1 0.1 0.0
H 0.1 0.3 0.0
H -0.4 0.0 -0.3
H -0.3 0.1 -0.1

Atomic partial charges in e from the Löwdin method, atoms 1 to 6: C -0.08; N 0.01; C -0.55; C 0.01; O 0.02; H 0.08

=====

[2]
Here is a structure of composition C30H71F2N6O11S2V in a non-equilibrium geometry from the Open Molecules 2025 dataset. Energies are from the ωB97M-V functional and the def2-TZVPD basis.

CARTESIAN COORDINATES (ANGSTROEM)
O1 -17.0332 33.1381 34.6583
V1 -16.3240 33.2676 33.2548
O2 -16.0324 34.8057 32.9942
N1 -17.3581 32.7557 31.5178
S1 -18.8253 32.7051 30.9186
O3 -19.4909 31.4331 30.9599
O4 -19.2398 33.7366 29.9985
F1 -19.3862 33.3697 32.2611
S2 -16.7081 32.3824 29.9898
O5 -16.6485 33.4199 29.0033
O6 -16.7784 31.0136 29.5602
F2 -15.1951 32.3142 30.4891
C1 -19.2640 31.8917 26.6472
C2 -20.7788 31.6875 26.9235
C3 -20.8990 30.3334 27.6331
C4 -22.2395 30.1152 28.4078
C5 -22.6333 31.3154 29.2743
C6 -22.4516 32.7236 28.6469
N2 -21.1726 32.7295 27.8656
O7 -20.7162 34.0223 27.5022
C7 -23.6170 33.2194 27.7894
C8 -22.5045 33.6629 29.8662
C9 -21.4584 31.7352 25.5795
H1 -18.7169 31.0471 26.2189
H2 -18.7571 31.9112 27.6163
H3 -19.1103 32.7845 26.0472
H4 -20.9628 29.5244 26.9015
H5 -20.0596 30.1355 28.3023
H6 -22.1373 29.1634 28.9314
H7 -22.9973 29.9556 27.6336
H8 -21.9239 31.2067 30.0949
H9 -23.6966 31.2152 29.4947
H10 -23.5103 34.2805 27.5772
H11 -23.6113 32.6907 26.8359
H12 -24.5397 32.9146 28.2854
H13 -23.5201 33.7433 30.2513
H14 -21.9873 33.3465 30.7800
H15 -21.9592 34.5712 29.6065
H16 -21.1060 31.0204 24.8338
H17 -21.1946 32.7065 25.1481
H18 -22.5479 31.7081 25.5738
H19 -19.9853 34.2305 28.1018
C10 -21.2904 26.6866 31.8857
C11 -19.8410 26.7366 31.4337
C12 -18.9996 26.1465 32.6024
C13 -17.5443 25.7434 32.3111
C14 -17.4781 24.9124 31.0132
C15 -18.1817 25.5818 29.8052
N3 -19.5244 25.9643 30.2068
O8 -20.2597 26.4303 29.0967
C16 -17.2787 26.6752 29.2511
C17 -18.3069 24.4732 28.7632
C18 -19.5549 28.2284 31.1933
H20 -21.9076 26.8042 30.9874
H21 -21.6886 27.3867 32.6173
H22 -21.6054 25.7012 32.2427
H23 -19.0914 26.6940 33.5426
H24 -19.5014 25.2155 32.8890
H25 -17.0564 25.2116 33.1277
H26 -17.0027 26.6943 32.2292
H27 -18.0637 24.0297 31.3060
H28 -16.5390 24.3997 30.8029
H29 -17.8525 27.2730 28.5338
H30 -16.8552 27.3959 29.9538
H31 -16.4549 26.2905 28.6470
H32 -19.1789 23.8341 28.9073
H33 -18.3145 24.8667 27.7482
H34 -17.5005 23.7633 28.9576
H35 -19.8886 28.6820 30.2578
H36 -18.4701 28.3651 31.2048
H37 -19.9804 28.8224 32.0013
H38 -20.3363 27.3805 29.2689
C19 -13.1355 30.1384 25.2891
C20 -12.9172 31.1308 26.4688
C21 -13.8128 30.8367 27.6669
O9 -13.7249 29.4077 27.8230
C22 -14.5971 28.8684 28.7830
N4 -11.4818 30.9611 26.8346
H39 -14.1756 29.8195 25.1895
H40 -12.6204 29.1943 25.4565
H41 -12.7975 30.6328 24.3816
H42 -13.0564 32.1217 26.0366
H43 -14.8360 31.2001 27.5663
H44 -13.2693 31.1912 28.5498
H45 -15.6556 28.9206 28.5204
H46 -14.4255 29.1664 29.8225
H47 -14.3926 27.7938 28.7697
H48 -11.5258 30.1428 27.4413
H49 -11.2362 31.6983 27.4934
C23 -20.3874 28.5868 35.6149
C24 -20.5384 30.0257 36.0306
C25 -20.8954 31.0312 34.9493
O10 -21.2465 32.2890 35.4965
C26 -21.2160 33.3172 34.5594
N5 -21.5350 30.0909 37.1548
H50 -19.9171 28.4133 34.6434
H51 -21.4154 28.2395 35.4847
H52 -19.8103 28.0430 36.3592
H53 -19.7237 30.4465 36.6354
H54 -21.7949 30.6353 34.4566
H55 -20.0602 31.1188 34.2474
H56 -21.4842 34.2416 35.0858
H57 -21.8424 33.3663 33.6662
H58 -20.1868 33.6180 34.3371
H59 -22.2890 29.4157 37.0437
H60 -21.9715 30.9714 36.8870
C27 -13.4712 32.1386 35.0011
C28 -13.5498 31.8454 33.5076
C29 -14.3817 30.6261 33.0819
O11 -15.7836 30.8580 33.0822
C30 -16.5384 29.6698 32.9882
N6 -14.0247 33.0042 32.7616
H61 -14.4135 32.3067 35.5348
H62 -12.8825 33.0488 35.1360
H63 -13.0062 31.3836 35.6358
H64 -12.4731 31.7325 33.3427
H65 -14.0361 29.7564 33.6487
H66 -14.0930 30.3018 32.0739
H67 -16.1653 29.0336 32.1796
H68 -17.5531 29.9792 32.7361
H69 -16.6278 29.0063 33.8530
H70 -13.7282 32.8493 31.8019
H71 -13.5633 33.8943 32.9340

Cartesian forces, eV/Å:
O 0.5 0.0 -0.8
V 1.1 0.9 -0.6
O -0.5 -1.0 0.4
N 1.1 -1.2 -4.2
S -7.4 2.3 3.9
O 1.4 0.4 -0.9
O 1.6 -1.6 -0.1
F -0.1 -0.1 0.3
S 5.7 -0.9 -1.6
O -0.9 -0.5 1.3
O -1.9 0.7 0.6
F 0.3 0.6 0.5
C 0.2 -0.4 0.7
C 1.2 -0.7 0.3
C -1.5 -0.6 0.4
C 0.3 0.8 -1.6
C 0.6 -0.9 -1.1
C 0.4 -0.3 -0.1
N 0.3 0.2 2.0
O -0.8 -0.1 -0.4
C 0.1 -1.4 -0.6
C 1.6 0.0 0.5
C -0.6 0.9 -1.1
H -0.7 -0.2 -0.6
H -0.1 0.8 0.1
H 0.3 0.0 0.2
H 0.7 0.1 -0.3
H 0.1 0.3 0.0
H -0.3 0.2 0.4
H -0.1 -0.1 0.0
H -0.6 0.5 0.6
H 0.2 0.0 0.8
H -0.3 0.1 0.2
H -0.1 0.1 0.0
H -0.2 0.6 0.0
H -0.2 0.6 -0.6
H 0.4 -0.6 -0.4
H -0.9 0.5 0.0
H 0.2 -0.3 0.4
H -0.2 0.1 0.0
H 0.0 -0.3 0.2
H -0.1 -0.4 0.1
C -1.6 -1.6 -1.4
C 1.1 0.9 0.6
C 0.0 -1.5 0.2
C 0.3 1.3 -0.9
C -1.5 -0.4 1.5
C 1.2 -0.8 0.8
N -1.2 -0.7 1.2
O 0.0 0.2 0.2
C -0.2 1.0 -0.9
C -0.1 -0.6 0.0
C 1.2 0.2 0.7
H -0.1 0.2 0.1
H 0.8 0.4 0.0
H 0.4 -0.1 0.0
H 0.1 0.6 -0.3
H -0.2 -0.1 -0.3
H -0.3 -0.1 0.2
H 0.4 -0.1 -0.2
H -0.4 0.0 -0.4
H 0.4 0.9 -0.3
H -0.1 0.0 0.0
H -0.1 -0.3 0.3
H 0.0 -0.3 0.3
H -0.3 0.5 0.1
H 0.1 -0.2 0.0
H 0.4 0.2 -0.7
H -0.2 -0.1 0.0
H 0.0 0.2 -0.1
H 0.0 0.1 0.0
H 0.0 0.1 -0.6
C -0.6 0.2 0.6
C 0.6 -0.8 -1.1
C 1.1 -1.0 0.0
O -0.7 0.4 0.1
C 0.1 -1.5 -0.3
N -0.7 0.2 0.6
H -0.1 0.4 -0.1
H 0.4 0.2 0.0
H 0.1 -0.3 -0.1
H -0.1 0.2 0.5
H -0.1 -0.1 0.1
H -0.6 0.8 0.2
H 0.0 0.6 0.0
H 0.0 0.6 -0.1
H 0.1 0.0 0.0
H 0.5 -0.3 -0.3
H 0.1 0.2 -0.2
C 0.1 0.3 -0.7
C 0.0 0.9 2.2
C -0.4 -0.8 -0.3
O -0.1 -0.8 -0.1
C 0.9 2.8 0.8
N -0.7 0.4 -1.0
H 0.2 0.3 0.0
H 0.1 -0.6 0.2
H -0.4 -0.2 0.1
H 0.8 -0.3 -1.0
H 0.2 0.0 -0.5
H -0.1 0.1 -0.2
H -0.5 -0.3 0.3
H -0.1 -1.1 0.0
H 0.1 -0.7 -0.5
H 0.2 -0.2 -0.2
H -0.4 0.2 1.1
C -0.9 0.5 1.1
C 0.7 -0.1 1.3
C 1.4 -0.5 -0.7
O 1.0 0.6 1.1
C -1.2 -0.6 -0.9
N -0.7 0.2 -0.1
H -0.3 0.2 -0.5
H 0.0 0.0 0.0
H 0.3 -0.3 -0.6
H -0.2 -0.8 -0.9
H -0.6 0.1 0.7
H -0.1 0.4 -0.3
H 0.1 0.2 -0.2
H 0.0 0.0 -0.1
H 0.6 0.6 0.5
H -0.8 -0.1 -0.2
H 0.0 -0.1 0.9

Atomic partial charges in e from the Löwdin method, atoms 1 to 6: O -0.29; V 0.89; O -0.30; N -0.32; S 0.48; O -0.23

=====

HOMO-LUMO gap values (in eV) by entry order: 8.98, 5.58.